Entry 1:
Density functional theory data (ωB97M-V/def2-TZVPD) for a cluster of 9 separate species, C51H108F6N10O4P in total.

**Charge**: +5
**Total energy**: -3795.458429 Ha
**Orbital gap**: 9.27 eV

CARTESIAN COORDINATES (ANGSTROEM)
O: -0.72435 1.23773 0.07249
C: -0.09100 0.35794 -0.71618
O: 0.70832 -0.49411 -0.29402
O: -0.41328 0.38029 -1.89729
H: -1.25562 1.67944 -0.59402
C: -4.97841 2.58752 -4.71659
C: -3.92273 1.53809 -4.70703
C: -4.36607 0.05013 -5.20120
N: -3.23185 -1.04780 -5.11894
C: -3.84677 -2.39449 -5.44826
C: -4.14558 -2.50018 -6.93238
C: -3.03801 -2.19402 -7.99259
C: -2.47152 -0.79826 -7.57516
C: -2.07326 -0.70544 -6.07753
C: -2.64841 -1.06358 -3.67185
H: -5.40410 2.81269 -5.69445
H: -4.53015 3.43365 -4.19580
H: -5.85217 2.37016 -4.10227
H: -3.47238 1.52324 -3.71452
H: -3.12912 1.75350 -5.42248
H: -4.60120 -0.00505 -6.26411
H: -5.20778 -0.30234 -4.60507
H: -4.68706 -2.45077 -4.75628
H: -3.15701 -3.19208 -5.17226
H: -5.02581 -1.92697 -7.22347
H: -4.43129 -3.54815 -7.02312
H: -3.59001 -2.09962 -8.92773
H: -2.39076 -3.05726 -8.14748
H: -3.16578 -0.01599 -7.88200
H: -1.65900 -0.73787 -8.29923
H: -1.45299 0.17165 -5.89290
H: -1.32721 -1.49384 -5.97789
H: -3.55234 -0.97252 -3.06959
H: -2.06812 -0.14332 -3.60492
H: -2.02979 -1.94363 -3.49603
C: 3.06694 -2.25688 5.84091
C: 3.81783 -2.96569 4.76685
C: 4.61883 -2.00034 3.89994
N: 5.51579 -2.70100 2.85849
C: 4.71386 -3.63777 1.86549
C: 3.72745 -2.79626 1.03812
C: 4.25781 -1.61835 0.24960
C: 5.18381 -0.74832 1.15031
C: 6.17549 -1.54778 2.00579
C: 6.63430 -3.64634 3.42618
H: 2.41792 -1.42458 5.56861
H: 3.80596 -1.80915 6.50536
H: 2.38609 -2.86535 6.43616
H: 3.09592 -3.44844 4.10814
H: 4.35737 -3.78824 5.23634
H: 5.24826 -1.23789 4.35883
H: 3.82176 -1.52178 3.33093
H: 4.20132 -4.33626 2.52694
H: 5.35797 -4.20720 1.19545
H: 2.91210 -2.46806 1.68279
H: 3.16088 -3.52378 0.45690
H: 3.40507 -1.07047 -0.15135
H: 4.73925 -1.91352 -0.68270
H: 4.59411 -0.03932 1.73141
H: 5.71471 -0.05368 0.49938
H: 6.79496 -0.89248 2.61811
H: 6.87700 -1.91526 1.25682
H: 7.04503 -3.02397 4.22120
H: 7.41280 -3.82908 2.68547
H: 6.12108 -4.49265 3.88277
C: 0.21296 -1.35297 3.24752
C: -0.54043 -0.72811 4.42722
C: -0.80249 -1.71865 5.54251
N: -1.43848 -1.11457 6.88614
C: -1.83190 -2.34951 7.71121
C: -2.71209 -1.96476 8.98969
C: -3.91117 -1.11489 8.62105
C: -3.56966 0.10945 7.73131
C: -2.69538 -0.20157 6.52914
C: -0.28144 -0.33692 7.54310
H: 1.15461 -1.71516 3.66008
H: 0.40284 -0.61749 2.46578
H: -0.24317 -2.13555 2.64119
H: -1.45235 -0.29490 4.01632
H: 0.06254 0.06267 4.87353
H: 0.09162 -2.28327 5.80684
H: -1.60728 -2.39072 5.24463
H: -2.22902 -3.16842 7.11139
H: -0.87341 -2.76167 8.02667
H: -2.92554 -2.74576 9.71946
H: -2.01613 -1.31651 9.52215
H: -4.64470 -1.74646 8.11991
H: -4.27232 -0.65736 9.54210
H: -4.50187 0.61202 7.47341
H: -3.01337 0.92091 8.20055
H: -3.31309 -0.79986 5.85937
H: -2.35070 0.63317 5.91880
H: 0.61119 -0.93245 7.73450
H: -0.65547 0.01050 8.50617
H: 0.11722 0.50647 6.97930
C: 4.31071 0.68846 -5.05770
N: 4.39675 -0.87349 -5.16844
C: 3.53336 -1.33864 -6.37446
C: 5.82780 -1.20826 -5.51313
C: 3.99078 -1.63930 -3.91873
C: 2.47177 -1.64788 -3.43394
O: 2.13146 -0.32205 -3.02321
H: 4.91855 1.06446 -4.23475
H: 3.24381 0.86868 -4.92594
H: 4.53745 1.19148 -5.99774
H: 3.82629 -0.95676 -7.35245
H: 2.50767 -1.07786 -6.11358
H: 3.47683 -2.42704 -6.35732
H: 6.47274 -0.84019 -4.71521
H: 6.07739 -0.59286 -6.37747
H: 5.87709 -2.28489 -5.67608
H: 4.62198 -1.25080 -3.11950
H: 4.32725 -2.65473 -4.12800
H: 2.47127 -2.20361 -2.49625
H: 1.72438 -2.16489 -4.03579
H: 1.24600 -0.26424 -2.65686
C: -2.24982 6.98701 2.08708
C: -2.12697 5.76654 3.00580
N: -0.76155 5.24303 2.95881
C: 0.36140 5.92349 3.35149
C: 1.48201 5.13003 3.02331
N: 1.05908 3.87734 2.55052
C: -0.35159 3.97978 2.52365
C: 1.88318 2.91936 1.83352
H: -1.50122 7.77354 2.18231
H: -3.26648 7.36878 2.18068
H: -2.22187 6.43554 1.14729
H: -2.92405 5.06896 2.74862
H: -2.44131 5.96822 4.02982
H: 0.42891 6.94232 3.70339
H: 2.50504 5.47517 3.04958
H: -0.98399 3.21813 2.09196
H: 2.81491 3.39658 1.52978
H: 1.27382 2.82246 0.93497
H: 2.02302 1.99454 2.39320
C: -3.96600 -0.85208 0.12602
C: -4.04594 -2.34021 0.58173
N: -3.10234 -3.19394 0.01765
C: -3.30423 -4.29514 -0.79582
C: -2.01166 -4.78186 -1.12935
N: -1.06561 -3.90804 -0.66893
C: -1.73845 -2.92100 0.06239
C: 0.28759 -3.88276 -1.08644
H: -4.70489 -0.30793 0.71428
H: -4.38328 -0.78793 -0.87890
H: -2.98137 -0.39112 0.20421
H: -5.08580 -2.66206 0.52515
H: -3.80785 -2.34575 1.64540
H: -4.28930 -4.50781 -1.18416
H: -1.76214 -5.50751 -1.88933
H: -1.18723 -2.14072 0.56610
H: 0.83673 -4.76355 -0.75365
H: 0.84431 -3.02395 -0.71147
H: 0.37196 -3.66727 -2.15159
C: -1.78269 4.58688 -3.39286
C: -0.51963 3.95702 -3.96177
N: 0.52356 3.99244 -2.97425
C: 0.93152 5.06630 -2.14146
C: 2.09212 4.67338 -1.44089
N: 2.30976 3.38154 -1.84150
C: 1.38385 2.92135 -2.73879
C: 3.42473 2.63792 -1.40174
H: -2.17617 4.15615 -2.47213
H: -2.65385 4.32207 -3.99208
H: -1.65946 5.66615 -3.30295
H: -0.18553 4.54630 -4.81572
H: -0.74158 3.00699 -4.44786
H: 0.43290 6.00038 -1.92868
H: 2.69757 5.14405 -0.68043
H: 1.31009 1.92189 -3.14133
H: 3.09557 1.87946 -0.69147
H: 4.16911 3.13852 -0.78254
H: 3.95687 2.16550 -2.22743
P: -4.71433 3.31584 -0.10009
F: -5.55815 4.28247 0.89606
F: -5.59189 3.93873 -1.30766
F: -3.61117 4.53832 -0.31248
F: -3.90968 2.22045 -0.97610
F: -3.88367 2.76562 1.21064
F: -5.95868 2.26150 0.24429

Atoms 1-6, force components in eV/Å:
0.380 0.402 1.057
0.900 -2.137 0.156
0.618 0.005 2.007
-0.764 0.869 -3.413
-0.864 0.645 0.130
-1.027 0.300 0.270



Entry 2:
Density functional theory data (ωB97M-V/def2-TZVPD) for the molecule C4H4O3.

**SMILES**: O=C/C=C\C(=O)O
**Total energy**: -380.491838 Ha
**Orbital gap**: 9.94 eV
**ΔE to the lowest compared entry with this formula, charge and spin**: 34.6 kcal per mole

CARTESIAN COORDINATES (ANGSTROEM)
C: -0.37700 1.01488 -0.69414
C: -1.56896 0.43768 0.02184
C: 0.88096 0.64155 -0.34152
C: 1.06866 -0.65903 0.42486
O: -1.61212 -0.67269 0.45989
O: 1.11996 -0.56553 1.61447
O: 1.01005 -1.77652 -0.22800
H: -0.71195 1.93862 -1.14867
H: -2.42110 1.04272 0.24645
H: 1.86422 1.15753 -0.59122
H: 0.74728 -2.55921 0.23603

Atoms 1-6, force components in eV/Å:
0.191 0.430 1.482
1.214 -0.877 -0.349
0.236 -0.299 -1.658
-1.243 1.679 1.395
0.068 -1.323 0.327
0.570 -0.193 1.097



Entry 3:
Density functional theory data (ωB97M-V/def2-TZVPD) for the molecule C13H18N4O4S.

**SMILES**: CC(C)CCSc1cc(NCCO)c([N+](=O)[O-])c2nonc12
**Total energy**: -1424.167917 Ha
**Orbital gap**: 7.55 eV
**ΔE to the lowest compared entry with this formula, charge and spin**: 0.0 kcal per mole

CARTESIAN COORDINATES (ANGSTROEM)
C: 1.96170 -4.13009 2.64983
H: 1.09243 -3.95472 3.27733
H: 2.60489 -4.84445 3.15820
H: 2.50292 -3.19336 2.54457
C: 1.55890 -4.66967 1.27984
C: 2.79909 -5.10532 0.50176
H: 3.46912 -4.26085 0.35678
H: 3.33635 -5.87853 1.04522
H: 2.52631 -5.50041 -0.47435
C: 0.79273 -3.62114 0.46392
C: -0.51859 -3.21951 1.11772
H: -0.36191 -2.68288 2.04928
H: -1.15311 -4.09005 1.28791
S: -1.52243 -2.15531 0.02986
C: -0.81016 -0.56849 0.11820
C: -1.29238 0.39576 -0.72881
C: -0.84956 1.74952 -0.75760
N: -1.40804 2.62958 -1.59808
C: -2.38349 2.36280 -2.61681
C: -1.74639 1.76095 -3.88860
O: -2.70612 1.46246 -4.86436
H: -3.11339 2.27846 -5.17618
H: -0.98337 2.45186 -4.27295
H: -1.26213 0.81167 -3.64740
H: -3.16010 1.68504 -2.25126
H: -2.85945 3.31418 -2.86996
H: -0.97629 3.55855 -1.56415
C: 0.17524 2.16519 0.12996
C: 0.69311 1.19287 1.01880
N: 1.62215 1.27470 1.94551
O: 1.72066 0.06117 2.49096
N: 0.88147 -0.81854 1.94887
C: 0.21163 -0.17180 1.02293
N: 0.70778 3.45887 0.16908
O: 1.58851 3.70899 0.96497
O: 0.26619 4.30771 -0.61999
H: -2.06593 0.09859 -1.41709
H: 1.42256 -2.73804 0.34431
H: 0.58389 -4.02612 -0.52952
H: 0.91118 -5.54296 1.41965

Atoms 1-6, force components in eV/Å:
-0.131 -0.208 -0.142
-0.058 0.085 0.147
0.063 -0.057 0.110
0.080 0.136 0.013
0.199 0.199 -0.126
-0.275 -0.070 0.124



Entry 4:
Density functional theory data (ωB97M-V/def2-TZVPD) for a structure of composition C18H27AlCl16IO2.

**Charge**: -1
**Total energy**: -8755.696871 Ha
**Orbital gap**: 7.32 eV

CARTESIAN COORDINATES (ANGSTROEM)
O: 4.84917 -0.29882 0.54667
C: 4.83285 0.73309 -0.05055
I: 6.61757 1.53902 -1.04969
C: 3.52268 1.58525 -0.19472
Al: 2.41374 1.59112 1.57644
C: 0.58973 0.77780 1.10997
C: -0.60463 1.82649 1.10111
O: -0.48941 2.97655 1.46850
C: -1.97279 1.24520 0.54214
C: -2.65928 1.76869 -0.63826
C: -3.90748 1.07277 -1.05239
C: -4.42471 -0.09192 -0.31983
C: -3.73910 -0.60362 0.88446
C: -2.50871 0.08110 1.29106
H: 2.89475 1.08284 -0.98684
H: 3.73045 2.65284 -0.46357
H: 3.14991 0.52848 2.54510
H: 2.36789 3.02056 2.27195
H: 0.61146 0.37557 0.04457
H: 0.24403 -0.05606 1.80139
H: -2.25962 2.63112 -1.21652
H: -4.43930 1.43737 -1.97158
H: -5.34784 -0.63968 -0.64609
H: -4.05416 -1.48335 1.49400
H: -1.94704 -0.29036 2.18929
C: -7.65651 0.28127 2.43784
Cl: -8.46669 1.52415 1.47221
Cl: -6.01804 -0.03193 1.83884
H: -7.59823 0.61997 3.46935
H: -8.23472 -0.63786 2.38367
C: 1.56548 -0.51309 5.41198
Cl: 2.85800 -1.62325 4.94739
Cl: 0.18016 -0.64259 4.32101
H: 1.24135 -0.75389 6.42114
H: 1.94496 0.50518 5.37685
C: 8.32416 -2.01205 -1.00488
Cl: 8.20825 -3.68710 -1.56576
Cl: 9.35970 -1.05171 -2.07040
H: 7.32860 -1.57400 -0.99117
H: 8.74392 -2.00407 -0.00299
C: 8.12466 0.07846 2.69735
Cl: 8.36344 -1.65340 2.42026
Cl: 7.26827 0.37075 4.21394
H: 9.09538 0.56508 2.74089
H: 7.54138 0.49014 1.87740
C: -6.52029 3.76896 -2.81347
Cl: -4.82817 4.17945 -3.11873
Cl: -6.70762 2.05432 -2.42909
H: -6.87986 4.35844 -1.97420
H: -7.10326 3.99620 -3.70201
C: 0.43919 -2.14201 -2.20788
Cl: 0.85669 -1.84672 -3.90375
Cl: -0.49942 -0.80795 -1.53592
H: -0.14871 -3.05410 -2.14442
H: 1.35640 -2.25237 -1.63410
C: 0.15210 0.69434 -6.36704
Cl: -1.40630 1.34610 -6.89070
Cl: 1.08375 0.08066 -7.73981
H: 0.71906 1.48353 -5.88075
H: -0.02294 -0.11929 -5.66748
C: -4.01902 -4.83938 0.35189
Cl: -3.59159 -4.53541 -1.33553
Cl: -4.95299 -3.49971 1.02918
H: -4.61423 -5.74694 0.40677
H: -3.10680 -4.95958 0.93038

Atoms 1-6, force components in eV/Å:
1.170 0.703 -1.073
-3.554 0.052 0.974
0.401 0.059 0.018
1.242 -0.056 -0.407
-0.110 -0.741 0.267
-1.449 0.729 -0.414